Density functional theory data (ωB97M-V with the def2-TZVPD basis set) for a gas-phase ion, C12H14N (charge +1) in a non-equilibrium geometry.

Its net charge is +1. As for the frontier orbital gap (spin up / spin down): 6.42 / 6.42 eV. The calculation puts the relative energy (zero: lowest compared OMol25 entry of this formula, charge and spin) at 171.6 kcal/mol. The HOMO energy (spin up / spin down) comes out at -12.467 / -12.464 eV. The calculation puts the strongest force on any atom at 4.66 eV Å⁻¹.

Last column: natural (NBO) charge in e.
Geometry (Å):
C -1.0560 0.0984 2.8902  -0.010
C -0.9463 0.2876 1.6869  -0.109
C -2.8224 -0.8424 -0.3864  -0.367
C 0.9680 2.1286 1.0048  -0.305
C -1.5468 -1.2622 -1.1181  -0.088
C -1.8064 0.2702 -0.6622  -0.308
C -0.3951 -2.1069 -0.7376  -0.360
C 1.9191 -1.6632 0.3218  -0.261
C -0.9837 0.7575 0.3405  0.228
C -0.0351 1.8990 0.0980  0.107
C 0.7387 -1.7148 -0.1579  0.124
C 2.9429 -0.9140 -0.3361  -0.638
N -0.0969 2.5638 -1.0384  -0.788
H -0.8599 -0.1962 3.8818  0.261
H -3.6918 -0.9124 -1.0844  0.259
H -2.9671 -1.0595 0.6409  0.248
H 1.2725 1.4185 1.7705  0.227
H 1.7192 2.8712 0.9422  0.217
H -1.8470 -1.2216 -2.1884  0.252
H -1.9903 1.0056 -1.5281  0.256
H -0.1364 -3.1037 -1.1439  0.282
H 2.2786 -2.2055 1.2551  0.251
H 2.8464 -0.7128 -1.4892  0.224
H 3.8562 -1.4369 -0.3713  0.238
H 2.9788 0.1106 0.0459  0.226
H -0.9792 2.6064 -1.5762  0.407
H 0.6399 3.3346 -1.0604  0.425